(1)
ORCA calculation (the ωB97M-V functional and the def2-TZVPD basis) on a structure of composition C42H57N2NiOP2 in a non-equilibrium geometry.

The geometry in XYZ format:
```
105
Properties=species:S:1:pos:R:3:mulliken_charge:R:1
Ni 0.50 0.95 -1.06 -0.13
C 3.93 2.94 -1.87 -1.30
C 4.74 1.68 -1.92 0.58
C 6.05 1.69 -2.41 -0.79
C 6.82 0.54 -2.44 -0.81
C 6.28 -0.68 -2.04 -0.87
C 4.97 -0.71 -1.57 -1.00
C 4.21 0.46 -1.49 0.98
P 2.62 0.39 -0.61 2.16
C 2.19 -1.36 -0.81 0.61
C 2.26 -2.29 0.23 -0.70
C 2.05 -3.64 -0.03 -1.04
C 1.79 -4.06 -1.32 -0.88
C 1.69 -3.13 -2.36 -0.38
C 1.86 -1.77 -2.10 0.53
C 1.68 -0.77 -3.22 -1.72
C 3.16 0.59 1.11 -0.26
C 4.41 0.12 1.51 -0.08
C 4.88 0.30 2.80 -0.92
C 4.11 1.01 3.73 -0.64
C 2.88 1.49 3.37 -1.05
C 2.36 1.26 2.07 1.35
C 1.04 1.71 1.83 -1.37
H 4.33 3.68 -2.56 0.51
H 3.94 3.39 -0.86 0.31
H 2.89 2.77 -2.15 0.04
H 6.47 2.64 -2.75 0.45
H 7.83 0.58 -2.82 0.39
H 6.86 -1.59 -2.10 0.47
H 4.56 -1.65 -1.22 0.66
H 2.52 -1.97 1.23 0.51
H 2.10 -4.36 0.79 0.47
H 1.66 -5.11 -1.54 0.40
H 1.45 -3.46 -3.37 0.49
H 1.30 -1.27 -4.11 0.51
H 2.59 -0.23 -3.47 0.24
H 0.94 0.00 -2.98 0.09
H 5.06 -0.36 0.79 0.46
H 5.85 -0.09 3.07 0.49
H 4.49 1.17 4.74 0.40
H 2.27 2.05 4.07 0.48
H 0.49 2.22 2.62 0.07
H 0.50 1.52 0.94 0.85
N -0.75 3.57 -1.95 -0.13
C -0.88 4.88 -1.66 -0.28
C 0.08 5.17 -0.72 -1.21
C 0.76 3.95 -0.53 -0.19
N 0.23 2.97 -1.26 0.41
H -1.30 3.02 -2.59 0.09
H -1.63 5.49 -2.16 0.46
H 0.27 6.12 -0.25 0.47
H 1.59 3.73 0.12 0.55
O -1.29 0.20 -0.39 0.77
P -2.30 -0.67 0.40 -0.52
C -1.34 -1.85 1.44 1.83
C -0.53 -1.25 2.62 0.04
C -1.28 -1.18 3.96 -0.67
C -1.86 -2.52 4.34 -1.00
C -2.78 -3.02 3.24 -0.81
C -2.04 -3.15 1.91 -1.43
C -3.28 -1.77 -0.70 0.24
C -2.37 -2.76 -1.47 -2.11
C -1.54 -2.09 -2.56 1.34
C -2.35 -1.06 -3.37 -0.30
C -3.84 -1.31 -3.21 -1.37
C -4.23 -1.07 -1.75 -0.90
C -3.42 0.32 1.46 1.10
C -2.69 1.48 2.19 -1.20
C -2.47 2.70 1.30 0.38
C -3.78 3.21 0.69 -1.51
C -4.47 2.09 -0.08 0.00
C -4.72 0.88 0.82 -1.69
H -0.61 -2.14 0.68 -1.45
H -0.09 -0.30 2.33 -0.91
H 0.29 -1.94 2.77 0.88
H -2.10 -0.44 3.91 0.17
H -0.61 -0.80 4.73 0.50
H -2.39 -2.46 5.29 0.47
H -1.05 -3.24 4.50 0.35
H -3.64 -2.35 3.13 0.24
H -3.19 -4.00 3.50 0.46
H -2.66 -3.60 1.14 0.53
H -1.22 -3.87 2.06 0.57
H -3.90 -2.33 -0.01 1.04
H -3.04 -3.51 -1.89 0.43
H -1.74 -3.33 -0.78 0.65
H -1.15 -2.87 -3.21 0.68
H -0.67 -1.62 -2.09 -1.27
H -2.05 -1.07 -4.41 0.66
H -2.13 -0.05 -2.99 -0.31
H -4.09 -2.33 -3.51 0.41
H -4.43 -0.65 -3.84 0.55
H -5.25 -1.38 -1.55 0.25
H -4.23 0.01 -1.62 -0.11
H -3.70 -0.42 2.21 0.35
H -1.74 1.14 2.60 0.00
H -3.32 1.76 3.05 0.58
H -1.78 2.44 0.47 -0.52
H -1.98 3.49 1.87 0.57
H -3.62 4.08 0.05 0.47
H -4.44 3.56 1.50 0.43
H -3.80 1.79 -0.90 0.00
H -5.40 2.42 -0.54 0.40
H -5.29 0.10 0.32 0.45
H -5.35 1.21 1.67 0.57
```

Output
Electronic energy ... -109124.2601 eV
Net charge ... +1
Spin multiplicity ... 3

=====

(2)
ORCA calculation (the ωB97M-V functional and the def2-TZVPD basis) on a structure of composition C42H58F6I2N6O4PTeTl in a non-equilibrium geometry.

The geometry in XYZ format:
```
121
Properties=species:S:1:pos:R:3:mulliken_charge:R:1
Tl 1.28 -2.45 0.57 0.98
I 4.73 -2.94 -0.55 0.01
C 4.28 -3.56 1.42 0.14
I 2.81 -5.09 1.67 0.01
H 3.90 -2.69 1.98 -0.68
H 5.20 -3.89 1.85 0.59
O -5.07 -1.27 5.87 -0.57
C -3.84 -0.83 5.49 0.53
O -3.35 0.09 6.12 -0.64
C -3.21 -1.51 4.38 0.32
C -3.79 -2.49 3.55 -0.85
C -3.11 -3.12 2.53 -1.50
C -1.72 -2.81 2.24 0.96
C -1.10 -1.91 3.16 0.49
C -1.83 -1.25 4.11 0.05
N -1.02 -3.29 1.21 0.33
C -1.63 -4.19 0.28 -0.47
C -0.95 -4.70 -0.80 0.03
C -1.55 -5.56 -1.80 -1.16
C -0.83 -6.00 -2.86 -0.21
C 0.55 -5.61 -3.04 -1.11
C 1.04 -4.78 -2.04 0.00
N 0.38 -4.33 -0.99 0.16
H -5.30 -2.04 5.36 0.31
H -4.84 -2.75 3.67 0.07
H -3.65 -3.82 1.91 0.14
H -0.04 -1.70 3.05 -0.26
H -1.37 -0.52 4.75 0.58
H -2.67 -4.46 0.41 0.07
H -2.58 -5.84 -1.63 0.37
H -1.35 -6.63 -3.58 0.30
H 1.13 -5.89 -3.92 0.41
H 2.08 -4.40 -2.14 0.20
O 2.95 0.62 1.06 -0.62
H 2.91 -0.10 1.72 0.21
H 2.12 0.52 0.57 -0.02
C -4.42 4.88 3.04 -1.70
C -3.60 3.79 2.38 0.86
C -2.25 3.99 2.22 -1.00
C -1.42 2.99 1.72 0.48
C 0.06 3.26 1.69 -1.00
C -2.01 1.78 1.32 0.19
Te -0.82 0.14 0.74 -0.41
C -3.39 1.59 1.44 1.39
C -4.09 0.31 1.05 -1.55
C -4.17 2.60 1.98 -1.12
H -3.80 5.78 3.10 0.35
H -4.72 4.58 4.03 0.33
H -5.33 5.11 2.47 0.36
H -1.81 4.95 2.52 0.19
H 0.27 4.27 2.04 0.48
H 0.48 3.17 0.66 -0.04
H 0.60 2.54 2.32 -0.11
H -3.85 0.02 0.02 0.19
H -5.16 0.44 1.11 0.47
H -3.81 -0.52 1.70 0.13
H -5.23 2.41 2.13 0.36
N 0.35 0.87 -0.68 0.49
P 0.44 1.14 -2.19 -1.25
N 0.03 -0.11 -3.18 0.62
C -0.14 -1.51 -2.74 0.90
C -1.13 -2.20 -3.66 -0.54
C -0.59 -2.23 -5.10 -0.73
C 0.43 -1.13 -5.36 -0.85
C 0.06 0.15 -4.63 -0.57
N -0.41 2.46 -2.73 1.15
C -1.84 2.51 -2.38 0.04
C -2.25 3.97 -2.02 -0.81
C -1.01 4.85 -1.86 -0.12
C -0.20 4.85 -3.14 -1.07
C -0.07 3.44 -3.73 -0.92
N 2.01 1.53 -2.61 0.52
C 2.59 2.79 -2.11 -0.27
C 3.88 2.58 -1.32 -0.28
C 4.93 1.89 -2.19 -0.91
C 4.31 0.83 -3.09 -1.15
C 2.92 0.37 -2.62 0.20
H -0.51 -1.51 -1.72 -0.69
H 0.82 -2.04 -2.74 0.07
H -2.07 -1.65 -3.60 0.40
H -1.32 -3.22 -3.30 -0.13
H -1.43 -2.08 -5.78 0.30
H -0.14 -3.21 -5.32 0.36
H 0.46 -0.93 -6.44 0.48
H 1.43 -1.42 -5.07 0.21
H -0.90 0.53 -4.99 0.30
H 0.83 0.91 -4.83 0.45
H -2.03 1.86 -1.53 -0.43
H -2.44 2.13 -3.23 0.34
H -2.79 3.94 -1.08 0.27
H -2.92 4.39 -2.78 0.43
H -0.41 4.45 -1.04 -0.24
H -1.29 5.88 -1.59 0.46
H 0.80 5.26 -2.95 0.33
H -0.70 5.51 -3.86 0.44
H 0.93 3.25 -4.10 0.29
H -0.75 3.30 -4.58 0.57
H 1.84 3.25 -1.46 -0.01
H 2.77 3.45 -2.96 0.34
H 3.65 2.00 -0.42 -0.25
H 4.23 3.57 -1.04 0.64
H 5.68 1.43 -1.56 0.41
H 5.42 2.64 -2.82 0.37
H 4.95 -0.06 -3.17 0.48
H 4.19 1.20 -4.11 0.32
H 2.99 -0.07 -1.63 0.12
H 2.56 -0.41 -3.30 -0.24
C 1.66 -0.28 4.73 -1.80
C 2.77 -1.22 4.18 0.87
O 2.65 -1.46 2.86 0.05
C 2.67 -2.55 4.96 0.25
F 2.60 -2.44 6.29 -0.33
F 3.75 -3.36 4.72 -0.29
F 1.59 -3.23 4.59 -0.12
C 4.14 -0.56 4.49 0.55
F 4.50 -0.58 5.79 -0.32
F 4.15 0.72 4.12 -0.27
F 5.14 -1.14 3.82 -0.25
H 0.73 -0.84 4.82 0.21
H 1.52 0.47 3.97 0.10
H 1.92 0.17 5.69 0.55
```

Output
Electronic energy ... -115412.1211 eV
Net charge ... -2